No. 1
69
Properties=species:S:1:pos:R:3:mulliken_charge:R:1 method="wB97M-V/def2-TZVPD" homo_ev=-10.78 max_force_ha_per_bohr=0.012 e_tot_ha=-1863.85870 homo_lumo_gap_ha=0.300 total_charge=+1
Li 0.132 -0.136 0.037 1.250
C 3.402 2.696 0.363 -1.168
C 2.285 1.920 0.694 0.008
N 1.602 1.221 -0.188 -0.075
C 1.998 1.242 -1.477 -0.153
C 3.105 1.994 -1.911 1.044
C 3.809 2.734 -0.946 -0.652
C 3.481 1.982 -3.292 -0.910
C 2.786 1.250 -4.189 -0.865
C 1.656 0.471 -3.784 0.995
C 0.909 -0.300 -4.691 -0.625
C -0.174 -1.009 -4.240 -0.980
C -0.497 -0.954 -2.879 -0.125
N 0.195 -0.257 -2.001 0.104
C 1.254 0.459 -2.435 0.060
H 3.926 3.252 1.127 0.449
H 1.930 1.873 1.719 0.448
H 4.664 3.324 -1.254 0.433
H 4.335 2.572 -3.599 0.405
H 3.071 1.238 -5.234 0.410
H 1.201 -0.321 -5.733 0.433
H -0.771 -1.603 -4.917 0.446
H -1.355 -1.495 -2.495 0.375
C 2.065 -2.658 4.356 -0.802
N 1.409 -2.607 3.052 0.241
C 0.587 -3.718 2.588 -0.831
C 1.438 -1.491 2.337 -0.260
O 0.836 -1.330 1.275 -0.869
H 2.028 -3.672 4.737 0.289
H 1.567 -2.000 5.070 0.299
H 3.110 -2.359 4.280 0.339
H 0.730 -4.571 3.242 0.353
H 0.871 -3.993 1.572 0.287
H -0.470 -3.443 2.580 0.248
H 2.077 -0.704 2.763 0.418
C -5.300 4.201 1.392 -0.476
C -4.655 4.084 0.170 -0.664
C -3.691 3.102 -0.011 -0.324
C -3.374 2.225 1.024 -0.176
C -4.027 2.349 2.249 0.008
C -4.985 3.334 2.429 -0.742
P -2.129 0.924 0.698 0.620
C -3.170 -0.547 0.370 0.764
C -4.556 -0.492 0.246 -0.479
C -5.271 -1.629 -0.108 -0.754
C -4.618 -2.830 -0.329 -0.620
C -3.238 -2.904 -0.186 -1.034
C -2.521 -1.767 0.149 -0.499
C -1.519 0.612 2.400 0.157
C -1.843 -0.498 3.173 -0.059
C -1.300 -0.644 4.443 -0.930
C -0.432 0.311 4.950 -0.526
C -0.102 1.424 4.185 -0.804
C -0.640 1.567 2.915 -0.548
H -6.046 4.971 1.539 0.400
H -4.898 4.760 -0.639 0.408
H -3.182 3.013 -0.964 0.380
H -3.790 1.675 3.063 0.412
H -5.489 3.423 3.383 0.417
H -5.079 0.438 0.426 0.361
H -6.347 -1.572 -0.207 0.424
H -5.179 -3.710 -0.615 0.404
H -2.727 -3.846 -0.338 0.456
H -1.446 -1.837 0.277 0.792
H -2.532 -1.241 2.792 0.558
H -1.571 -1.503 5.046 0.455
H -0.022 0.201 5.947 0.506
H 0.558 2.183 4.584 0.453
H -0.397 2.440 2.316 0.642



No. 2
71
Properties=species:S:1:pos:R:3:mulliken_charge:R:1 method="wB97M-V/def2-TZVPD" homo_ev=-7.87 max_force_ha_per_bohr=0.009 e_tot_ha=-4509.40895 homo_lumo_gap_ha=0.302
Zn -0.347 0.636 0.030 1.831
N 1.825 0.575 -0.170 0.416
C 2.750 0.717 0.911 0.761
C 4.087 0.879 0.544 -0.561
C 5.103 0.957 1.472 -0.850
C 4.766 0.845 2.809 -0.834
C 3.441 0.716 3.178 -1.540
C 2.369 0.675 2.270 1.111
C 0.959 0.674 2.802 1.285
C 0.781 0.676 4.197 -0.864
C -0.457 0.801 4.799 -1.040
C -1.588 0.934 4.013 -0.834
C -1.438 0.900 2.637 0.261
C -0.199 0.752 1.994 -0.313
H 2.257 0.870 -1.036 0.243
H 1.625 -0.413 -0.293 -0.749
H 4.322 0.905 -0.515 0.396
H 6.132 1.072 1.155 0.391
H 5.532 0.873 3.574 0.418
H 3.260 0.644 4.238 0.277
H 1.621 0.582 4.868 0.311
H -0.530 0.799 5.879 0.382
H -2.570 1.044 4.459 0.441
H -2.332 0.980 2.024 0.320
O -2.563 0.819 -0.558 -0.320
C -3.334 1.857 -1.145 -0.814
C -2.927 2.201 -2.576 -0.718
C -1.406 2.310 -2.754 -0.372
C -0.782 3.274 -1.786 0.557
C -0.801 4.648 -2.007 -0.836
C -0.204 5.491 -1.086 -0.372
C 0.403 4.939 0.034 -0.964
C 0.373 3.566 0.187 -0.055
N -0.209 2.755 -0.697 0.275
H -2.558 0.023 -1.114 0.117
H -3.192 2.726 -0.499 0.416
H -4.395 1.589 -1.126 0.367
H -3.407 3.150 -2.827 0.401
H -3.299 1.440 -3.266 0.405
H -1.195 2.628 -3.776 0.589
H -0.957 1.326 -2.595 -0.360
H -1.284 5.041 -2.892 0.483
H -0.205 6.562 -1.244 0.416
H 0.885 5.563 0.773 0.448
H 0.821 3.085 1.050 0.181
O -0.610 -0.869 -1.223 -0.393
C -0.424 -2.237 -1.154 3.188
C -0.731 -2.848 -2.533 -0.889
C -1.608 -2.362 -3.453 -0.572
C -1.778 -3.219 -4.573 -0.708
C -1.028 -4.347 -4.484 -0.558
S -0.091 -4.372 -3.050 0.039
C -1.409 -2.837 -0.129 -0.869
C -1.723 -2.326 1.094 -0.117
C -2.588 -3.164 1.850 -1.163
C -2.917 -4.302 1.187 -0.415
S -2.186 -4.365 -0.364 -0.091
C 0.990 -2.703 -0.735 -1.119
C 1.377 -3.374 0.387 -0.020
C 2.762 -3.701 0.408 -0.802
C 3.413 -3.287 -0.707 -0.533
S 2.350 -2.514 -1.811 -0.025
H -2.111 -1.415 -3.320 0.386
H -2.436 -3.003 -5.403 0.406
H -0.955 -5.164 -5.184 0.461
H -1.336 -1.384 1.457 0.341
H -2.936 -2.924 2.845 0.422
H -3.548 -5.116 1.506 0.470
H 0.698 -3.632 1.186 0.567
H 3.234 -4.225 1.226 0.414
H 4.456 -3.393 -0.958 0.475



No. 3
77
Properties=species:S:1:pos:R:3:mulliken_charge:R:1 method="wB97M-V/def2-TZVPD" homo_ev=-8.14 max_force_ha_per_bohr=0.012 e_tot_ha=-2813.17078 homo_lumo_gap_ha=0.265
Ta 0.228 0.524 -0.100 0.250
C -4.133 1.546 -0.995 -1.064
C -2.941 1.981 -1.854 -0.416
C -1.983 0.895 -2.327 -1.262
N -1.471 -0.014 -1.278 -0.180
C -1.944 -1.257 -1.147 1.876
C -3.039 -1.742 -1.883 -1.188
C -3.588 -3.008 -2.003 -0.886
C -3.183 -4.221 -1.476 -0.683
C -2.114 -4.394 -0.620 -0.769
C -1.296 -3.450 -0.020 -0.863
C -1.266 -2.048 -0.100 1.133
N -0.519 -1.307 0.726 0.774
C 0.139 -1.964 1.866 -1.001
C 0.477 -1.033 3.024 -1.087
C 1.498 0.051 2.701 -0.848
N 0.903 1.025 1.770 0.196
C 0.299 2.136 2.377 0.255
C 1.034 3.022 3.087 -0.221
C 0.636 4.227 3.730 -0.711
C -0.612 4.666 4.011 -0.648
C -1.827 3.969 3.763 -0.557
C -2.065 2.871 3.006 -1.689
C -1.154 2.153 2.150 1.716
N -1.532 1.318 1.224 0.413
C -2.935 0.887 1.198 -1.418
C -3.950 1.799 0.501 -0.804
H -4.366 0.487 -1.139 0.362
H -5.021 2.090 -1.323 0.483
H -2.368 2.730 -1.306 0.076
H -3.288 2.485 -2.759 0.608
H -1.117 1.380 -2.775 0.419
H -2.431 0.305 -3.125 0.741
H -3.554 -0.994 -2.464 0.324
H -4.457 -3.049 -2.651 0.378
H -3.737 -5.103 -1.770 0.363
H -1.884 -5.421 -0.352 0.363
H -0.537 -3.872 0.623 0.396
H 1.050 -2.474 1.531 0.296
H -0.533 -2.735 2.248 0.858
H 0.845 -1.657 3.842 0.516
H -0.444 -0.553 3.375 0.175
H 2.400 -0.376 2.276 0.160
H 1.775 0.574 3.618 0.761
H 2.098 2.813 3.087 0.432
H 1.452 4.861 4.058 0.354
H -0.697 5.611 4.532 0.361
H -2.706 4.390 4.241 0.379
H -3.093 2.541 2.973 0.424
H -3.244 0.729 2.234 0.998
H -2.971 -0.097 0.737 0.186
H -3.686 2.849 0.666 0.347
H -4.912 1.639 0.999 0.484
S 1.526 1.316 -2.139 -0.548
C 1.238 2.966 -1.726 1.079
S 0.064 3.069 -0.464 -0.572
C 1.837 4.036 -2.309 0.606
C 1.498 5.372 -1.892 -0.020
N 1.207 6.437 -1.569 -0.522
C 2.822 3.855 -3.346 -0.229
N 3.623 3.702 -4.157 -0.508
O 1.015 -1.337 -1.548 -0.696
C 2.073 -1.330 -0.891 0.564
O 2.148 -0.532 0.109 -0.897
C 3.216 -2.211 -1.235 0.237
C 3.171 -2.922 -2.428 -0.373
C 4.219 -3.759 -2.771 -0.620
C 5.282 -3.858 -1.897 -0.068
C 5.357 -3.160 -0.710 -0.500
C 4.306 -2.321 -0.380 -0.351
N 6.408 -4.766 -2.254 1.019
O 6.323 -5.378 -3.294 -0.609
O 7.353 -4.805 -1.499 -0.611
H 2.314 -2.811 -3.078 0.548
H 4.222 -4.326 -3.690 0.495
H 6.220 -3.276 -0.072 0.501
H 4.329 -1.744 0.534 0.510